{"formula": "C56H122F2N7O10S2", "method": "ωB97M-V/def2-TZVPD", "species": ["N", "S", "O", "O", "F", "S", "O", "O", "F", "C", "C", "C", "N", "C", "C", "C", "C", "C", "C", "H", "H", "H", "H", "H", "H", "H", "H", "H", "H", "H", "H", "H", "H", "H", "H", "H", "H", "H", "H", "C", "C", "C", "N", "C", "C", "C", "C", "C", "C", "H", "H", "H", "H", "H", "H", "H", "H", "H", "H", "H", "H", "H", "H", "H", "H", "H", "H", "H", "H", "C", "C", "C", "N", "C", "C", "C", "C", "C", "C", "H", "H", "H", "H", "H", "H", "H", "H", "H", "H", "H", "H", "H", "H", "H", "H", "H", "H", "H", "H", "C", "C", "C", "N", "C", "C", "C", "C", "C", "C", "H", "H", "H", "H", "H", "H", "H", "H", "H", "H", "H", "H", "H", "H", "H", "H", "H", "H", "H", "H", "C", "C", "C", "N", "C", "C", "C", "C", "C", "C", "H", "H", "H", "H", "H", "H", "H", "H", "H", "H", "H", "H", "H", "H", "H", "H", "H", "H", "H", "H", "C", "C", "C", "N", "C", "C", "C", "C", "C", "C", "H", "H", "H", "H", "H", "H", "H", "H", "H", "H", "H", "H", "H", "H", "H", "H", "H", "H", "H", "H", "O", "C", "O", "O", "H", "O", "C", "O", "O", "H"], "xyz": [[-0.396767, 0.585563, -0.483221], [-1.489697, -0.247937, 0.053509], [-1.368487, -1.716817, -0.108301], [-2.894497, 0.222273, 0.165059], [-1.051807, -0.102757, 1.619009], [-0.716357, 0.166473, -2.045361], [-1.923017, 0.789873, -2.583701], [-0.392667, -1.129267, -2.579481], [0.463333, 1.007933, -2.709361], [1.811233, 7.308863, -2.365661], [1.299643, 8.214133, -1.308601], [0.116813, 7.536013, -0.596131], [-0.640257, 8.261333, 0.499189], [-1.723667, 7.320273, 1.055509], [-2.625887, 8.025123, 2.072859], [-3.256367, 9.298223, 1.605969], [-2.149537, 10.225263, 1.033409], [-1.432567, 9.459603, -0.072161], [0.418163, 8.667233, 1.553889], [2.083083, 6.302143, -2.048331], [2.674693, 7.700493, -2.903401], [1.061183, 7.127633, -3.135521], [0.925053, 9.171343, -1.671261], [2.163363, 8.428103, -0.679071], [0.558233, 6.581393, -0.309891], [-0.606237, 7.109443, -1.291361], [-2.229857, 7.042353, 0.131049], [-1.207947, 6.457313, 1.476749], [-3.445717, 7.326193, 2.238599], [-2.141737, 8.279253, 3.015789], [-3.974897, 9.067553, 0.819449], [-3.902317, 9.743343, 2.362749], [-2.579707, 11.196283, 0.788129], [-1.407647, 10.430323, 1.805199], [-2.059897, 9.091773, -0.884101], [-0.709867, 10.124883, -0.544621], [1.226523, 7.936043, 1.552419], [0.009283, 8.662793, 2.564289], [0.814773, 9.581223, 1.111829], [-9.571427, 4.635273, -2.781941], [-8.745337, 3.663213, -3.716171], [-9.635657, 2.619663, -4.413351], [-8.968867, 1.395033, -5.127001], [-10.146867, 0.582783, -5.672991], [-9.647937, -0.791227, -6.219621], [-8.693457, -1.520757, -5.225721], [-7.594247, -0.621537, -4.627231], [-8.185257, 0.593433, -4.063871], [-8.128337, 1.904503, -6.353751], [-9.009767, 5.474153, -2.370921], [-10.118707, 4.274643, -1.911011], [-10.335407, 5.128453, -3.382941], [-8.038457, 3.146813, -3.066751], [-8.139367, 4.194313, -4.450221], [-10.184247, 3.129843, -5.205101], [-10.369837, 2.179393, -3.738631], [-10.895017, 0.411793, -4.898961], [-10.683987, 1.103093, -6.466011], [-10.463557, -1.451017, -6.515501], [-9.078847, -0.608307, -7.131091], [-9.199077, -1.997877, -4.386181], [-8.209427, -2.288467, -5.829411], [-6.954647, -1.059817, -3.861121], [-6.861217, -0.422927, -5.409101], [-8.908977, 0.377463, -3.277951], [-7.368177, 1.249423, -3.763601], [-7.868927, 1.187543, -7.132711], [-7.288367, 2.501533, -5.998631], [-8.780767, 2.674953, -6.764661], [-4.301967, -0.579997, 12.305459], [-3.827107, -1.732257, 11.474379], [-2.275897, -1.527597, 11.129489], [-1.658517, -2.607867, 10.200809], [-0.128617, -2.237407, 9.908919], [0.718593, -2.559857, 11.081739], [0.578263, -3.994137, 11.648559], [-0.854517, -4.276927, 11.923809], [-1.712027, -4.091547, 10.705659], [-2.500067, -2.523837, 8.899659], [-4.083107, 0.423093, 11.939369], [-3.776867, -0.455267, 13.252459], [-5.388467, -0.556207, 12.389409], [-4.466567, -1.938517, 10.616099], [-3.984427, -2.583267, 12.137059], [-1.626697, -1.548427, 12.004819], [-2.002847, -0.594687, 10.636319], [0.046083, -1.187957, 9.671789], [0.175133, -2.769797, 9.007589], [0.527963, -1.856367, 11.892219], [1.775613, -2.457437, 10.836089], [1.145643, -4.196977, 12.556869], [0.870063, -4.740047, 10.909249], [-1.324957, -3.674017, 12.700509], [-0.967817, -5.233707, 12.433549], [-2.770237, -4.212377, 10.937369], [-1.502507, -4.717267, 9.838089], [-3.514667, -2.875247, 9.087359], [-1.973167, -3.213267, 8.239979], [-2.368397, -1.497337, 8.557529], [8.337113, 5.010663, 2.187529], [7.295063, 3.949483, 1.753079], [7.713873, 2.649643, 2.396199], [6.629103, 1.518543, 2.312619], [7.250273, 0.182723, 2.860009], [7.685313, 0.391093, 4.301049], [6.540183, 0.972753, 5.162589], [5.750743, 2.147713, 4.646249], [5.347333, 1.873193, 3.151689], [6.269753, 1.283943, 0.816829], [8.291823, 5.952263, 1.640319], [9.359603, 4.657353, 2.054049], [8.345033, 5.217813, 3.257629], [7.168183, 3.822983, 0.677909], [6.383693, 4.362103, 2.185779], [8.022503, 2.764233, 3.435309], [8.602083, 2.259363, 1.899329], [8.158313, -0.024857, 2.293879], [6.488433, -0.595617, 2.816799], [8.602393, 0.910043, 4.579829], [7.917893, -0.584197, 4.728619], [6.959533, 1.277533, 6.121419], [5.847203, 0.167923, 5.407789], [6.385523, 3.032563, 4.693259], [4.828013, 2.292893, 5.208009], [4.675413, 2.629253, 2.745489], [4.766463, 0.954593, 3.068909], [7.192343, 1.318503, 0.237389], [5.647773, 2.120603, 0.498639], [5.688513, 0.367203, 0.717679], [5.778713, -3.141347, -7.220831], [4.355103, -2.761627, -7.698301], [4.093423, -3.317987, -9.079231], [2.715743, -3.013147, -9.754921], [2.590433, -1.505337, -9.865531], [1.205683, -1.086787, -10.359851], [0.095323, -1.762867, -9.519271], [0.243473, -3.281987, -9.404541], [1.641703, -3.733177, -8.942521], [2.739143, -3.643927, -11.189371], [6.023183, -2.848897, -6.199651], [6.483503, -2.708027, -7.930491], [5.888633, -4.215427, -7.370371], [4.254043, -1.679407, -7.616471], [3.670443, -3.105487, -6.923001], [4.177963, -4.392137, -8.914411], [4.805443, -2.982417, -9.833221], [2.616633, -1.185567, -8.823811], [3.386253, -1.131517, -10.509751], [1.057463, -0.007877, -10.405551], [1.065293, -1.239877, -11.429871], [0.121293, -1.336677, -8.516381], [-0.925167, -1.585547, -9.858751], [-0.491277, -3.642467, -8.684611], [0.014903, -3.759117, -10.357541], [1.770693, -3.602657, -7.868081], [1.737313, -4.811177, -9.072371], [1.885583, -3.504137, -11.852701], [3.021453, -4.685497, -11.035981], [3.583383, -3.172527, -11.692491], [0.689463, -8.394337, 2.821979], [1.150623, -8.817307, 1.440999], [2.160903, -7.834707, 0.908219], [2.644983, -8.198007, -0.532821], [3.166313, -9.626917, -0.723891], [4.508713, -9.859377, 0.028259], [5.635813, -8.871627, -0.463451], [5.115303, -7.399657, -0.181411], [3.713803, -7.094927, -0.843201], [1.516603, -8.003457, -1.583121], [0.006763, -7.549487, 2.731089], [1.537113, -8.153477, 3.463519], [0.062603, -9.210877, 3.180309], [0.326663, -8.783087, 0.728249], [1.629483, -9.793727, 1.514489], [3.048563, -7.899687, 1.537459], [1.756953, -6.822347, 0.900089], [2.393413, -10.296407, -0.346381], [3.295433, -9.811647, -1.790331], [4.450113, -9.707977, 1.106099], [4.901153, -10.859307, -0.156751], [6.655253, -9.050137, -0.121421], [5.553043, -8.939087, -1.548211], [5.076323, -7.110827, 0.868899], [5.884763, -6.694527, -0.495761], [3.217733, -6.150397, -0.619911], [3.940603, -7.356257, -1.876821], [0.793103, -8.786367, -1.355711], [1.904323, -8.108267, -2.596421], [1.109583, -7.005167, -1.422371], [-3.143757, 4.296583, 7.353449], [-2.404277, 5.121923, 8.027809], [-2.871967, 5.925993, 8.820199], [-1.205277, 5.209263, 7.616599], [-2.388787, 4.085223, 6.799419], [-2.422417, 5.179013, -7.784541], [-2.806747, 6.396433, -7.649711], [-2.952327, 6.866073, -6.525421], [-3.008587, 7.054273, -8.693771], [-2.448267, 5.116733, -6.826911]], "atomic_forces_ev_per_a": [[2.260, 1.329, -4.414], [-7.618, -5.755, 8.497], [-0.028, 2.527, -0.336], [3.169, -0.356, -1.137], [0.231, 0.205, -0.342], [0.407, 2.025, -5.326], [1.649, -0.896, 1.336], [-0.025, 0.299, 1.185], [0.119, 0.475, 0.514], [-0.121, -0.783, -1.925], [-0.880, 0.986, 0.917], [0.435, -0.990, -0.599], [0.429, -0.506, 0.428], [0.812, 0.855, -0.045], [-0.372, -0.605, 0.092], [-0.025, 0.759, -1.159], [-0.914, -0.978, 0.865], [1.149, 0.844, -0.137], [-0.586, -0.373, -1.164], [0.077, 0.060, 0.557], [0.004, 0.206, 0.214], [-0.142, 0.114, -0.115], [0.406, 0.050, -0.522], [-0.360, 0.104, 0.642], [-0.227, 0.014, 1.477], [-0.329, 0.887, -0.467], [-0.424, -0.259, 0.324], [-0.095, 0.008, 0.003], [0.218, -0.244, 0.519], [0.279, -0.689, 0.081], [0.060, 0.059, -0.429], [0.511, 0.143, 0.307], [0.277, -0.157, -0.708], [-0.028, 0.116, 0.183], [-0.169, -0.247, 0.277], [0.194, -0.128, -0.004], [-0.251, -0.165, -0.224], [-0.116, 0.664, -0.318], [0.045, 0.258, 0.919], [-0.305, 0.511, -1.134], [-0.072, -0.539, 1.382], [0.116, 0.243, -0.480], [-0.446, 0.675, -0.444], [0.362, -1.601, -0.362], [0.854, 0.683, 0.922], [0.354, -0.169, -0.159], [0.103, -1.124, -1.296], [-0.070, 1.664, -0.924], [-0.998, 1.079, 1.292], [0.602, -0.251, -0.322], [0.283, -0.974, -0.207], [-0.120, 0.021, -0.169], [0.124, -0.042, 0.008], [-0.244, 0.298, 0.069], [-0.160, -0.135, -0.046], [0.184, 0.003, 0.122], [0.362, 0.158, 0.401], [0.448, 0.481, 0.052], [-0.172, 0.244, 0.234], [-0.017, 0.011, -0.097], [-0.409, -0.081, -0.202], [-0.060, -0.297, 0.292], [-0.446, -0.504, 0.177], [-0.021, 0.529, -0.172], [0.148, 0.175, 0.141], [-0.396, 0.159, 0.442], [-0.096, -0.224, 0.657], [0.281, -0.611, 0.188], [-0.113, -0.263, -0.380], [-0.127, 2.033, 0.088], [1.710, -0.154, 0.176], [-0.200, -1.411, 0.198], [0.181, 0.437, -0.959], [-1.264, -0.417, -0.384], [1.156, -1.174, 1.594], [-0.197, 0.351, -0.360], [-1.188, -0.239, 0.912], [-1.079, 1.314, -0.176], [2.111, -0.580, 0.845], [0.063, -0.041, -1.000], [-0.385, -0.874, 0.421], [0.117, -0.362, 0.490], [0.259, 0.476, -0.156], [0.504, -0.447, -0.176], [-0.533, -0.017, 0.363], [-0.655, 0.094, -0.156], [-0.934, 0.190, 0.007], [-0.298, -0.411, 0.074], [0.021, 0.097, 0.026], [-0.046, 0.441, -0.317], [0.301, 0.447, -0.173], [0.424, 0.051, -0.175], [0.407, 0.709, 0.128], [-0.160, -0.538, -0.768], [0.016, -0.220, 0.041], [0.369, 0.079, 0.052], [0.240, 0.363, -0.058], [-0.344, 0.127, -0.356], [-0.562, -0.151, -0.150], [1.009, -0.261, -0.472], [0.273, 0.924, 1.099], [-0.616, -0.985, -0.139], [0.136, 0.130, -0.632], [0.574, 1.948, 0.641], [-0.913, -0.124, 1.392], [0.125, -0.668, 1.055], [0.102, -0.316, -2.144], [0.854, -0.860, 0.770], [-0.103, 0.909, 1.347], [-0.347, -0.113, 0.054], [0.124, -0.197, -0.433], [-0.689, 0.038, 0.040], [0.212, 0.330, 0.049], [-0.469, -0.514, -0.192], [-0.436, 0.047, -0.074], [-0.093, -0.192, -0.221], [-0.457, -0.148, -0.582], [0.072, 0.139, -0.308], [0.123, 0.466, -1.132], [-0.220, -0.301, -0.173], [0.083, -0.153, 0.098], [-0.137, -0.133, -0.099], [-0.422, 0.293, 0.042], [0.171, 0.143, 0.056], [0.821, 0.345, -0.502], [-0.043, -0.151, 0.258], [-0.081, -0.401, 0.112], [0.006, -0.082, 0.059], [0.317, -0.011, 0.073], [-0.361, -0.272, -1.426], [0.223, 1.182, 1.292], [-0.624, -0.160, -0.412], [0.555, -1.386, -0.450], [-1.715, -0.101, 0.607], [-0.946, -0.311, -0.703], [0.297, -0.028, 0.168], [0.473, 0.034, 0.078], [-1.025, 0.572, -0.314], [1.462, 0.343, 0.985], [-0.235, -0.002, -0.193], [0.265, 0.212, 0.282], [0.162, -0.170, 0.460], [0.121, 0.122, -0.384], [-0.330, -0.437, -0.334], [-0.224, -0.201, -0.779], [0.268, -0.049, 0.286], [0.611, 0.379, -0.185], [0.143, -0.098, 0.377], [0.437, 0.195, 0.890], [0.124, -0.865, -0.164], [0.107, 0.074, 0.180], [0.226, 0.348, -0.382], [0.054, -0.143, -0.013], [-0.040, -0.006, -0.065], [0.258, 0.694, -0.157], [0.374, 0.072, -0.445], [-0.333, 0.054, 0.854], [-0.396, -0.006, -0.163], [0.021, 0.071, 0.025], [-0.789, -0.152, -0.528], [0.343, 0.525, -0.386], [0.445, -1.323, -0.551], [-0.045, 1.432, -0.400], [1.015, 0.410, 1.368], [1.259, 0.829, -0.319], [-2.980, 1.281, -0.275], [-0.139, 0.024, 0.749], [1.432, -2.870, -0.315], [0.572, -0.177, 1.564], [0.235, 0.265, 0.177], [-0.236, -0.173, 0.221], [0.312, 0.069, 0.579], [-0.279, -0.648, 0.255], [-0.319, -0.147, -0.200], [0.083, 0.357, -0.168], [0.170, 0.010, -0.289], [0.026, 0.093, -0.139], [-0.035, 0.265, -0.006], [-0.485, -0.305, 0.075], [-0.530, -0.194, 0.047], [-0.342, -0.079, 0.126], [0.782, -0.155, -0.275], [-0.128, -0.661, 0.409], [-0.328, 0.180, -0.786], [0.439, -0.022, -0.325], [-0.444, 1.057, -0.459], [-0.133, 0.250, -0.294], [0.163, -0.039, 0.265], [-0.134, -0.141, -0.110], [-2.056, -2.661, -1.345], [2.596, 5.163, 1.595], [-1.540, -0.211, 1.454], [1.107, -1.310, -0.589], [0.010, -1.144, -1.259], [1.162, -4.113, 0.574], [-1.865, 6.530, -4.294], [0.000, -0.247, 3.438], [0.079, -0.374, -0.634], [0.638, -1.952, 1.094]], "lowdin_charge": [-0.267, 0.436, -0.338, -0.314, -0.245, 0.522, -0.286, -0.299, -0.209, -0.110, -0.244, -0.156, -0.238, -0.078, -0.170, -0.190, -0.137, -0.091, 0.051, 0.082, 0.088, 0.093, 0.113, 0.112, 0.131, 0.139, 0.135, 0.141, 0.132, 0.124, 0.119, 0.126, 0.129, 0.108, 0.148, 0.124, 0.102, 0.105, 0.110, -0.076, -0.194, -0.126, -0.216, -0.108, -0.138, -0.163, -0.188, -0.114, 0.062, 0.076, 0.076, 0.071, 0.095, 0.114, 0.130, 0.129, 0.132, 0.136, 0.122, 0.100, 0.116, 0.112, 0.134, 0.121, 0.150, 0.134, 0.101, 0.110, 0.103, -0.112, -0.205, -0.079, -0.226, -0.089, -0.175, -0.174, -0.201, -0.085, 0.032, 0.085, 0.087, 0.091, 0.101, 0.108, 0.114, 0.135, 0.138, 0.131, 0.121, 0.128, 0.127, 0.121, 0.121, 0.134, 0.125, 0.135, 0.098, 0.096, 0.118, -0.082, -0.216, -0.136, -0.214, -0.085, -0.174, -0.197, -0.147, -0.065, 0.029, 0.086, 0.078, 0.084, 0.111, 0.113, 0.116, 0.139, 0.134, 0.135, 0.120, 0.122, 0.122, 0.118, 0.110, 0.132, 0.129, 0.126, 0.108, 0.098, 0.105, -0.078, -0.245, -0.121, -0.228, -0.094, -0.152, -0.164, -0.162, -0.105, 0.050, 0.083, 0.081, 0.074, 0.107, 0.107, 0.134, 0.137, 0.127, 0.147, 0.130, 0.113, 0.120, 0.123, 0.124, 0.113, 0.125, 0.132, 0.109, 0.107, 0.103, -0.078, -0.248, -0.123, -0.243, -0.090, -0.141, -0.136, -0.155, -0.070, 0.036, 0.086, 0.086, 0.088, 0.114, 0.114, 0.121, 0.142, 0.123, 0.136, 0.110, 0.122, 0.120, 0.102, 0.098, 0.111, 0.134, 0.121, 0.100, 0.107, 0.113, 0.065, -0.966, -0.033, -0.137, 0.071, 0.079, -1.008, -0.071, -0.075, 0.076], "gap_ev": 3.211, "total_energy_ev": -118029.1343, "total_charge": 3, "max_force_ev_per_a": 12.78}